No. 1
16
Properties=species:S:1:pos:R:3:mulliken_charge:R:1 method="wB97M-V/def2-TZVPD" total_energy_ev=-17079.326 lumo_energy_ev="-3.91 / -9.26" de_lowest_kcal_mol=42.2 total_charge=+1 multiplicity=2 homo_ev="-13.275 / -12.582"
N -0.3900 0.1816 1.5050 -0.61
C -0.0686 -0.3021 0.1759 0.10
C -1.1101 0.0092 -0.8901 -0.70
S -2.5298 -1.0429 -0.8294 0.20
C 1.2798 0.3266 -0.2405 -1.02
N 2.3617 0.0600 0.6576 -0.50
H -0.5700 1.1836 1.4949 0.26
H -3.2529 -0.4193 -1.7885 0.28
H -1.2304 -0.2534 1.8746 0.27
H 0.0824 -1.3808 0.2434 0.47
H -0.6919 -0.1860 -1.8887 0.44
H -1.4486 1.0497 -0.9301 0.44
H 1.5487 0.0025 -1.2510 0.44
H 1.1217 1.4094 -0.2823 0.41
H 2.7842 -0.8475 0.5246 0.25
H 2.1140 0.2094 1.6246 0.27

---

No. 2
17
Properties=species:S:1:pos:R:3:mulliken_charge:R:1 method="wB97M-V/def2-TZVPD" total_energy_ev=-27922.075 lumo_energy_ev="3.63 / 3.64" de_lowest_kcal_mol=43.1 total_charge=-1 multiplicity=2 homo_ev="0.287 / -4.012"
C 1.1506 1.0153 1.5447 -0.04
C 0.3609 1.5493 0.6005 -0.32
N -0.9901 1.8894 0.6378 -0.60
N 2.4890 0.6714 1.2627 -0.63
H 0.8237 0.8842 2.5706 0.30
H 0.8608 1.7542 -0.3448 0.25
H -1.4609 1.4055 -0.1255 0.25
H -1.1413 2.8610 0.3340 0.26
H 2.6272 -0.3390 1.3381 0.25
H 3.1063 1.1034 1.9465 0.24
C -0.6053 -1.8366 -2.2086 -0.67
S -2.1262 -1.0793 -1.5578 -0.45
S -1.7405 -1.4696 0.5113 -0.48
H 0.2441 -1.1163 -2.1338 0.22
H -0.9038 -2.0173 -3.2701 0.13
H -0.1428 -2.7312 -1.7602 0.33
H -2.5517 -2.5444 0.6547 -0.03

---

No. 3
17
Properties=species:S:1:pos:R:3:mulliken_charge:R:1 method="wB97M-V/def2-TZVPD" total_energy_ev=-27923.945 lumo_energy_ev="3.79 / 3.65" de_lowest_kcal_mol=0.0 total_charge=-1 multiplicity=2 homo_ev="-1.028 / -3.528"
S -1.0724 -1.0721 -2.4719 -0.57
S -1.2944 0.7721 -1.0196 -0.38
C -0.7509 0.0636 0.5400 -0.97
C 0.6021 0.5515 1.0489 0.44
C 0.8972 -0.0648 2.4236 -0.79
N 2.3063 0.1101 2.8655 -0.72
N 1.7277 0.2775 0.1706 -0.64
H -2.4035 -1.0124 -2.4016 0.06
H -1.5750 0.3003 1.2285 0.28
H -0.7448 -1.0325 0.6603 0.38
H 0.6037 1.6431 1.1488 0.17
H 0.2234 0.3024 3.1992 0.32
H 0.7205 -1.1452 2.3189 0.36
H 2.7505 -0.7932 2.9497 0.24
H 2.7344 0.5775 2.0701 0.36
H 1.5674 0.5781 -0.7842 0.25
H 1.9618 -0.7089 0.1176 0.20

---

No. 4
17
Properties=species:S:1:pos:R:3:mulliken_charge:R:1 method="wB97M-V/def2-TZVPD" total_energy_ev=-27922.496 lumo_energy_ev=0.45 smiles=NC[C@@H](N)CSS de_lowest_kcal_mol=33.4 multiplicity=1 homo_ev=-8.139
S -2.9575 0.7315 -0.0529 -0.23
S -1.3607 -0.6115 -0.4807 -0.09
C -0.0616 0.5540 -0.2854 -0.78
C 1.2100 -0.2557 -0.0079 0.00
C 2.4616 0.6858 -0.1528 -0.81
N 3.8069 -0.1244 0.2234 -0.59
N 1.1573 -1.1129 1.2105 -0.47
H -3.9411 -0.2551 0.1787 0.16
H -0.0091 1.1103 -1.2615 0.38
H -0.1781 1.2910 0.4650 0.55
H 1.4520 -1.0102 -0.8125 0.23
H 2.5153 1.0637 -1.0994 0.42
H 2.4819 1.4638 0.6680 0.38
H 4.0381 -0.7439 -0.5374 0.21
H 4.5286 0.5951 0.1469 0.24
H 0.6629 -2.0220 1.2718 0.23
H 1.1307 -0.6558 2.1569 0.18

---

No. 5
16
Properties=species:S:1:pos:R:3:mulliken_charge:R:1 method="wB97M-V/def2-TZVPD" total_energy_ev=-7739.837 lumo_energy_ev="0.90 / 0.96" de_lowest_kcal_mol=37.5 multiplicity=2 homo_ev="-3.243 / -8.503"
C 2.3085 -0.3426 1.1346 -0.84
C 1.6335 1.7378 0.2121 -0.37
N 1.2901 0.5267 0.5266 -0.29
H 2.0070 -0.5177 2.1720 0.27
H 3.3735 0.0426 1.1502 0.31
H 2.2371 -1.3494 0.5839 0.25
H 0.8874 2.3039 -0.3126 0.27
H 2.6939 2.0167 0.2903 0.23
N -0.9463 -0.7410 -0.4076 -0.35
C -2.1136 -0.1739 -0.5068 -0.36
N -3.1676 -0.7232 -1.1001 -0.39
H -0.9364 -1.7443 -0.5180 0.13
H -0.0585 -0.2070 -0.0070 0.44
H -2.2337 0.8434 -0.2004 0.33
H -3.8415 -0.0385 -1.5177 0.20
H -3.1334 -1.6335 -1.4993 0.17

---

No. 6
16
Properties=species:S:1:pos:R:3:mulliken_charge:R:1 method="wB97M-V/def2-TZVPD" total_energy_ev=-7735.097 lumo_energy_ev=-3.75 smiles="C/[NH+]=C/C(N)N" de_lowest_kcal_mol=73.0 total_charge=+1 multiplicity=1 homo_ev=-14.313
C -0.3437 0.1632 -0.6795 -0.10
C 1.2790 0.2047 -0.4510 0.02
C -2.6522 -0.3492 0.0648 -0.85
N -1.2146 -0.4460 -0.0240 -0.08
N 2.0852 -0.9187 0.2042 -0.65
N 1.1621 1.2732 0.5063 -0.55
H -0.5204 0.8913 -1.4551 0.37
H 1.6811 0.5775 -1.3963 0.41
H -3.3232 0.4343 -0.4270 0.32
H -2.9203 -1.3781 -0.0506 0.38
H -2.8532 -0.3192 1.0753 0.40
H 2.8271 -0.4817 0.7646 0.25
H -0.6997 -1.1724 0.4422 0.32
H 1.8158 2.0876 0.4204 0.24
H 1.1543 0.9068 1.4729 0.28
H 2.5225 -1.4733 -0.4670 0.24

---

Please write out number 5 again, unchanged.
16
Properties=species:S:1:pos:R:3:mulliken_charge:R:1 method="wB97M-V/def2-TZVPD" total_energy_ev=-7739.837 lumo_energy_ev="0.90 / 0.96" de_lowest_kcal_mol=37.5 multiplicity=2 homo_ev="-3.243 / -8.503"
C 2.3085 -0.3426 1.1346 -0.84
C 1.6335 1.7378 0.2121 -0.37
N 1.2901 0.5267 0.5266 -0.29
H 2.0070 -0.5177 2.1720 0.27
H 3.3735 0.0426 1.1502 0.31
H 2.2371 -1.3494 0.5839 0.25
H 0.8874 2.3039 -0.3126 0.27
H 2.6939 2.0167 0.2903 0.23
N -0.9463 -0.7410 -0.4076 -0.35
C -2.1136 -0.1739 -0.5068 -0.36
N -3.1676 -0.7232 -1.1001 -0.39
H -0.9364 -1.7443 -0.5180 0.13
H -0.0585 -0.2070 -0.0070 0.44
H -2.2337 0.8434 -0.2004 0.33
H -3.8415 -0.0385 -1.5177 0.20
H -3.1334 -1.6335 -1.4993 0.17